1.
Here is a molecular structure, C18H43CuN8O10 in a non-equilibrium geometry from the Open Molecules 2025 dataset. Energies are from ωB97M-V/def2-TZVPD.

Positions of all 80 atoms, in Å:
Cu (-1.942, -1.748, -1.398)
O (-1.832, 5.494, -1.372)
O (1.124, -0.619, 1.105)
O (5.600, -1.273, 3.549)
O (3.988, -2.091, -3.405)
O (1.799, 2.814, 4.008)
O (-2.497, 0.028, -2.383)
O (-1.646, -3.156, 0.153)
O (-2.371, -0.605, 0.575)
O (0.039, -0.821, -0.765)
O (0.728, 0.981, -0.260)
N (3.504, -0.908, 3.929)
N (1.733, 2.684, 1.809)
N (0.656, -0.181, 0.051)
N (2.004, -2.635, -2.723)
N (-1.611, 1.176, -4.169)
N (-3.321, 1.066, 1.717)
N (-0.516, 3.659, -1.328)
N (-0.237, -4.887, 0.291)
C (1.236, 2.409, 3.026)
C (0.064, 1.491, 3.216)
C (-0.557, 0.207, -4.450)
C (-1.416, -4.294, 0.490)
C (2.953, -2.735, -3.606)
C (4.467, -0.866, 3.101)
C (-3.405, 2.098, 0.682)
C (2.899, 3.581, 1.547)
C (0.953, -4.183, -0.095)
C (-1.168, 4.632, -0.791)
C (-2.810, -0.134, 1.657)
C (-2.749, -0.865, 2.974)
C (-2.530, -5.169, 1.154)
C (-1.193, 4.617, 0.736)
C (-3.351, 2.321, -2.792)
C (-2.460, 1.083, -3.110)
C (4.288, -0.137, 1.746)
C (2.736, -3.570, -4.732)
H (3.644, -1.408, 4.796)
H (3.124, 4.173, 2.434)
H (3.662, -3.699, -5.292)
H (-0.009, 3.058, -0.693)
H (-3.931, 2.569, -3.681)
H (3.720, 2.946, 1.216)
H (0.634, 0.716, 3.729)
H (2.747, 4.405, 0.851)
H (1.055, -2.898, -2.950)
H (-0.540, 3.806, 1.057)
H (1.410, 2.140, 1.021)
H (-2.188, 4.473, 1.158)
H (-3.507, -5.221, 0.672)
H (-2.411, 2.406, 0.357)
H (-0.810, -0.784, -4.827)
H (2.120, -3.010, -5.435)
H (-3.720, -0.834, 3.470)
H (2.575, -0.632, 3.644)
H (-1.406, 2.138, -4.397)
H (-3.806, 1.320, 2.566)
H (-0.707, 2.011, 3.783)
H (-0.231, -5.891, 0.403)
H (3.539, 0.618, 1.988)
H (-3.865, 2.191, -1.840)
H (-0.222, -0.079, -3.452)
H (-1.826, -0.678, 3.522)
H (0.807, -3.104, -0.047)
H (-0.337, 3.624, -2.321)
H (5.138, 0.395, 1.320)
H (1.856, -4.494, 0.431)
H (-2.734, -4.884, 2.186)
H (-0.721, 5.548, 1.050)
H (0.105, 0.729, -5.140)
H (1.132, -4.394, -1.150)
H (-2.528, -1.919, 2.803)
H (-2.763, 3.206, -2.549)
H (-0.336, 1.017, 2.319)
H (-2.218, -6.213, 1.149)
H (2.330, -2.102, -1.930)
H (3.838, -0.871, 1.078)
H (-4.125, 1.691, -0.028)
H (-3.881, 2.983, 1.105)
H (2.233, -4.513, -4.515)

Force components x, y, z for each atom (eV/Å):
Cu 0.064 0.749 0.787
O 0.749 -0.755 -0.324
O 0.632 -0.807 0.723
O -0.062 0.071 -1.187
O 0.090 -0.518 -0.394
O 0.651 0.782 2.017
O -0.224 2.084 -1.910
O -0.324 1.424 -0.672
O -0.683 0.974 1.991
O -0.620 -3.945 -1.247
O 1.463 4.519 0.592
N -1.647 -0.702 0.877
N 0.484 0.986 -1.553
N -0.944 0.103 -0.413
N -1.908 -0.053 1.599
N -1.218 0.294 0.494
N -1.145 2.667 1.327
N 2.073 -2.373 -1.221
N -0.107 -0.746 0.959
C 0.413 0.379 -0.815
C 0.461 -0.323 -0.941
C -0.215 0.038 1.042
C -1.745 -1.582 0.280
C 3.133 1.805 0.691
C 2.002 1.494 -0.893
C -0.623 -0.821 0.492
C -0.718 -0.332 0.912
C 0.288 0.095 -1.382
C -3.479 3.391 1.876
C 1.622 -2.121 -2.365
C 0.315 -1.535 -0.640
C 0.727 -0.529 -0.313
C 1.042 -0.320 -0.355
C 1.208 -0.654 -0.025
C 0.191 -1.843 1.871
C -0.188 -0.383 0.803
C -0.165 -1.118 -2.962
H -0.316 0.114 0.240
H 0.263 -0.762 0.386
H 0.006 -0.337 0.295
H 0.100 -0.331 -0.625
H -0.419 -0.125 0.365
H 0.291 0.412 0.086
H -0.973 -0.388 0.703
H -0.620 -0.577 -0.664
H 0.145 0.195 0.641
H -0.091 -0.021 0.501
H -0.308 -0.190 -0.193
H 0.159 0.401 -0.225
H 0.234 0.746 -0.466
H -0.285 -0.512 -0.598
H -0.916 0.419 -0.695
H -0.382 -0.044 -0.100
H 0.428 0.379 0.591
H -0.204 0.129 -0.013
H -0.133 -0.178 -0.481
H 0.334 -0.164 0.091
H 0.221 -0.382 0.271
H 0.316 0.227 0.167
H -0.250 0.008 -0.108
H -0.515 -0.496 -0.777
H 1.248 0.336 -0.046
H -0.476 1.119 0.485
H -0.149 -0.087 0.395
H -0.004 0.011 0.212
H 0.289 -0.627 0.293
H -0.285 -0.049 0.345
H 0.339 0.206 -0.022
H -0.347 0.046 0.236
H 0.475 -0.491 0.453
H 0.249 -0.003 -0.051
H -0.551 -0.198 -0.646
H 0.493 0.017 -0.436
H -0.017 0.329 -0.091
H 0.204 -0.067 0.293
H -1.069 0.210 0.119
H 0.113 0.090 -0.199
H 0.647 0.346 -0.688
H 0.028 -0.133 0.235
H 0.139 0.029 0.004

As for the expectation value of S²: 0.755. The frontier orbital gap (spin up / spin down) comes out at 7.7 / 3.0 eV. As for the multiplicity: 2. For the total energy, the calculation gives -96388.102 eV. Its net charge is +1. As for the relative energy (zero: lowest compared OMol25 entry of this formula, charge and spin): 0.00 kJ/mol.

Results of the Löwdin charge analysis, in e, for atoms 1 through 4: 0.46 0.02 -0.02 0.33


2.
Here is 3 unconnected molecules or ions with the total composition C18H44B2F7O17P4S in a non-equilibrium geometry from the Open Molecules 2025 dataset. Energies are from ωB97M-V/def2-TZVPD.

Positions of all 93 atoms, in Å:
S (-1.488, -0.312, 1.119)
P (-0.833, 1.764, 7.378)
P (3.579, -3.817, -4.630)
P (-1.703, 1.036, -0.816)
P (-1.851, -0.838, -2.311)
F (2.257, -3.353, 1.419)
F (0.394, -2.725, -0.580)
F (0.678, -4.578, 2.333)
F (-1.130, -3.674, 0.726)
F (-0.788, -2.236, 2.669)
F (1.234, -4.850, 0.296)
F (0.895, -1.164, 2.033)
O (1.109, 0.095, -0.716)
O (3.137, 2.241, 1.782)
O (-2.252, 1.946, 7.066)
O (4.665, -3.116, -3.940)
O (0.763, 1.916, -2.170)
O (4.032, -3.750, -6.193)
O (2.888, -4.817, -3.576)
O (-0.606, 2.767, 8.648)
O (-0.393, -1.056, -3.109)
O (0.152, 2.616, 6.376)
O (-2.230, -2.146, -1.724)
O (-2.801, -0.955, 1.209)
O (-1.378, 0.471, 2.351)
O (-4.256, 2.031, 0.275)
O (2.253, -2.872, -4.840)
O (-2.862, -0.616, -3.605)
O (-0.385, 0.318, 6.847)
C (-2.017, 2.096, -2.416)
C (2.453, -4.225, -2.336)
C (-0.658, 0.018, 5.455)
C (0.965, -3.453, -5.082)
C (0.705, 2.934, 9.213)
C (-6.112, 0.119, -0.463)
C (0.738, 2.663, 1.496)
C (1.073, -3.920, 1.269)
C (-0.245, -1.678, 1.526)
C (1.629, 1.461, -3.195)
C (1.530, 2.262, 6.223)
C (-0.014, -2.943, 0.676)
C (-1.540, 2.688, 0.190)
C (-4.719, 0.041, -1.150)
C (3.175, -4.276, -7.222)
C (2.171, 3.200, 1.336)
C (-0.159, 3.324, 0.423)
C (2.310, 2.690, -3.826)
B (-3.676, 1.048, -0.510)
B (0.226, 0.994, -1.293)
H (1.025, 1.023, -3.991)
H (0.987, -4.541, -5.020)
H (3.061, -4.622, -1.528)
H (-6.566, 1.070, -0.748)
H (3.620, 1.958, 1.004)
H (0.269, -0.334, 5.004)
H (-1.013, 0.879, 4.899)
H (-1.641, 3.115, -2.376)
H (2.524, -3.141, -2.349)
H (1.415, -4.508, -2.179)
H (0.372, 2.929, 2.482)
H (3.235, 2.952, -3.321)
H (-4.358, 2.862, -0.198)
H (0.268, -3.073, -4.335)
H (-2.956, -1.495, -4.001)
H (-3.097, 2.165, -2.612)
H (2.640, -5.167, -6.895)
H (2.461, -3.512, -7.528)
H (-1.401, -0.773, 5.413)
H (1.577, 3.494, -3.810)
H (2.152, 3.079, 6.591)
H (1.735, 2.106, 5.164)
H (-2.151, 3.474, -0.263)
H (2.483, 2.450, -4.876)
H (-4.902, 0.379, -2.176)
H (3.798, -4.536, -8.075)
H (0.393, 3.690, -0.442)
H (-0.417, 4.270, 0.926)
H (-0.464, -0.753, -4.021)
H (-1.983, 2.645, 1.187)
H (0.624, -3.160, -6.076)
H (1.432, -0.603, -1.294)
H (1.279, 2.008, 9.197)
H (-6.741, -0.651, -0.911)
H (1.243, 3.709, 8.667)
H (1.783, 1.350, 6.766)
H (-1.607, 1.673, -3.336)
H (0.585, 3.252, 10.247)
H (-4.422, -1.004, -1.110)
H (2.426, 0.789, -2.876)
H (2.364, 3.445, 0.290)
H (-6.038, 0.027, 0.615)
H (0.822, 1.589, 1.345)
H (2.268, 4.122, 1.917)

Force components x, y, z for each atom (eV/Å):
S -1.733 -0.267 2.490
P -1.300 2.908 -4.176
P -0.798 4.946 1.563
P 0.649 4.487 -2.063
P -0.935 -1.702 -0.057
F 0.268 0.184 0.602
F -0.246 0.447 -0.258
F 0.168 0.278 0.762
F -0.368 0.076 -0.768
F -0.475 -0.051 -0.140
F 0.107 -0.396 0.022
F 0.497 0.393 -1.186
O -0.568 -0.465 0.186
O 0.130 0.376 0.114
O -0.096 -0.158 0.467
O 0.262 -0.343 -0.124
O -0.667 -0.649 -0.022
O -0.336 -2.796 0.564
O 0.787 -1.740 -2.115
O 0.825 -2.579 0.923
O 0.066 0.356 -0.086
O 0.139 -0.176 0.418
O 0.352 -0.294 0.143
O 0.034 -0.702 -1.373
O 1.503 0.613 -0.112
O 0.461 0.268 -0.501
O 0.104 -0.387 -0.215
O 0.618 0.388 -0.370
O 0.719 -0.150 2.792
C -0.692 -0.078 -0.479
C -0.223 0.089 0.396
C -0.043 -0.158 -0.537
C -0.048 0.191 0.167
C -0.024 0.193 -0.019
C 0.487 0.314 -0.868
C 0.864 0.220 -1.475
C -0.402 -0.132 -1.640
C -0.221 -0.856 2.056
C 0.635 1.348 -0.705
C -0.166 0.090 -0.217
C 0.653 -0.381 1.083
C 0.418 0.355 0.832
C -0.533 0.171 0.456
C 0.003 0.162 -0.116
C -0.383 -0.215 0.190
C -0.482 1.068 1.460
C -0.719 -0.646 -0.089
B -0.984 -1.630 0.697
B 0.981 -0.171 0.262
H -0.008 -0.402 0.194
H -0.029 -0.001 0.029
H 0.098 -0.025 -0.101
H -0.154 0.105 0.425
H 0.004 -0.191 0.066
H 0.032 0.017 0.105
H -0.066 0.070 0.111
H 0.155 -0.025 0.366
H 0.096 0.006 -0.121
H 0.014 -0.061 -0.113
H -0.209 -0.523 0.119
H 0.002 0.219 -0.004
H 0.118 0.182 0.310
H 0.025 -0.033 0.009
H -0.275 -0.046 0.109
H -0.004 0.032 0.010
H -0.019 -0.014 -0.035
H -0.010 -0.003 0.073
H -0.048 0.058 0.094
H 0.201 0.246 0.103
H 0.008 0.014 -0.038
H 0.021 -0.010 -0.003
H -0.046 -0.238 -0.439
H 0.404 0.123 0.003
H 0.325 -0.417 -0.237
H 0.083 0.003 0.065
H -0.002 -0.692 -0.354
H -0.031 0.168 -0.282
H 0.053 0.095 0.014
H 0.046 -0.583 0.029
H 0.002 0.019 -0.004
H 0.055 0.025 -0.013
H 0.040 0.012 0.025
H -0.097 -0.169 0.324
H -0.013 -0.046 -0.049
H 0.016 -0.031 -0.058
H 0.053 -0.207 0.103
H -0.092 -0.034 -0.005
H 0.480 0.074 -0.424
H -0.362 -0.364 0.278
H -0.018 0.015 -0.052
H -0.173 -0.055 0.064
H -0.238 -0.111 0.356
H 0.272 0.003 0.017

The frontier orbital gap comes out at 6.4 eV. For the total energy, the calculation gives -122557.362 eV. Its net charge is -1.

Results of the Löwdin charge analysis, in e, for atoms 1 through 4: 0.67 0.47 0.47 0.71


3.
Here is a molecular structure, C18H44BFO15S in a non-equilibrium geometry from the Open Molecules 2025 dataset. Energies are from ωB97M-V/def2-TZVPD.

Positions of all 80 atoms, in Å:
S (-6.606, -1.752, 1.816)
F (-5.966, 1.622, 0.783)
O (5.974, -0.207, 1.345)
O (-5.285, -1.796, 0.886)
O (-6.241, -1.721, 3.186)
O (1.167, 2.738, -2.436)
O (-3.687, -0.134, 0.273)
O (-2.735, 1.776, 1.431)
O (-3.687, 3.690, -2.253)
O (-1.834, -0.428, 1.754)
O (-3.142, 6.286, -0.963)
O (-1.057, -4.031, 1.996)
O (3.102, 0.523, -2.226)
O (-7.090, -0.288, 1.327)
O (7.883, -2.446, 1.473)
O (-7.514, -2.732, 1.355)
O (-0.824, -6.346, 0.184)
C (2.145, 3.541, -1.797)
C (-4.860, -0.423, 0.895)
C (-6.114, 0.312, 0.485)
C (6.814, -2.352, 0.546)
C (2.052, 0.584, -3.174)
C (-0.156, -6.229, 1.428)
C (-4.573, 4.347, -1.365)
C (-2.237, 6.525, -2.028)
C (1.670, 2.005, -3.540)
C (-4.421, 5.855, -1.393)
C (6.985, 0.565, 1.971)
C (-2.294, -3.769, 1.354)
C (-2.493, 3.241, -1.628)
C (-0.913, -5.374, 2.425)
C (2.652, 0.382, -0.887)
C (-0.368, -5.424, -0.792)
C (6.445, -0.921, 0.211)
C (7.457, -2.608, 2.815)
B (-2.745, 0.423, 1.173)
H (-2.673, 2.288, -1.126)
H (-1.893, -5.812, 2.640)
H (2.408, 0.082, -4.078)
H (7.148, -2.843, -0.374)
H (-3.440, 1.970, 2.057)
H (-2.074, -0.488, 2.684)
H (5.939, -2.896, 0.917)
H (6.661, 0.773, 2.990)
H (-0.070, -7.239, 1.840)
H (6.585, -1.994, 3.046)
H (-4.443, 3.967, -0.346)
H (-0.343, -5.351, 3.358)
H (1.177, 0.035, -2.809)
H (0.857, -5.839, 1.282)
H (1.785, 3.766, -0.794)
H (3.105, 3.028, -1.717)
H (2.520, 2.528, -3.989)
H (-2.318, 5.769, -2.811)
H (0.871, 1.962, -4.286)
H (-4.639, 6.243, -2.393)
H (-1.228, 6.494, -1.617)
H (-2.413, 7.515, -2.462)
H (-2.177, -2.866, 0.758)
H (3.457, 0.701, -0.225)
H (-2.111, 3.957, -0.900)
H (7.121, 1.515, 1.443)
H (7.939, 0.037, 2.008)
H (5.630, -0.938, -0.519)
H (-4.779, -0.181, 1.973)
H (7.292, -0.398, -0.244)
H (0.550, -5.791, -1.262)
H (-1.143, -5.339, -1.553)
H (8.281, -2.312, 3.462)
H (1.764, 0.982, -0.680)
H (-3.076, -3.594, 2.102)
H (2.426, -0.670, -0.678)
H (2.282, 4.481, -2.343)
H (7.216, -3.658, 3.012)
H (-2.605, -4.588, 0.704)
H (-1.741, 3.091, -2.402)
H (-5.151, 6.286, -0.700)
H (-0.184, -4.436, -0.367)
H (-5.590, 4.100, -1.687)
H (-6.432, 0.225, -0.547)

Force components x, y, z for each atom (eV/Å):
S -0.195 -0.845 -0.450
F -0.246 0.074 0.286
O 0.168 -0.080 -0.011
O -0.244 -0.039 0.098
O 0.131 0.427 -0.021
O 0.086 -0.093 0.073
O -0.462 -0.266 -0.460
O -0.292 -0.635 0.339
O 0.085 0.176 0.049
O -0.821 0.021 -0.269
O 0.030 -0.139 -0.060
O 0.015 -0.079 -0.159
O -0.070 0.201 0.059
O -0.092 -0.163 0.164
O -0.076 0.177 0.047
O 0.052 0.211 -0.153
O -0.048 0.158 0.055
C -0.070 0.079 -0.015
C 0.617 0.584 1.173
C 0.106 0.092 -0.339
C 0.208 -0.083 -0.098
C 0.194 -0.081 -0.046
C -0.083 -0.191 -0.059
C -0.066 -0.113 -0.181
C -0.003 0.082 0.028
C -0.220 0.033 0.003
C 0.018 0.102 0.188
C -0.094 0.100 0.010
C -0.089 0.068 0.088
C 0.025 -0.186 -0.120
C 0.093 0.160 0.093
C 0.073 -0.186 0.044
C 0.023 -0.074 -0.043
C -0.285 0.014 0.063
C 0.034 -0.131 -0.004
B 0.799 -0.128 -0.296
H 0.019 0.012 0.045
H -0.011 -0.038 -0.049
H -0.041 -0.009 -0.012
H -0.042 -0.016 -0.010
H -0.174 0.659 -0.134
H 0.716 -0.078 0.376
H -0.042 0.048 0.016
H -0.042 0.027 -0.014
H 0.036 0.012 0.020
H 0.001 0.031 -0.022
H 0.035 0.037 0.033
H -0.016 -0.037 0.013
H -0.042 0.043 0.014
H 0.000 0.056 0.018
H -0.043 0.021 -0.015
H 0.001 -0.029 -0.009
H 0.050 -0.031 0.020
H -0.016 -0.022 0.004
H 0.029 0.002 -0.031
H 0.009 -0.044 -0.037
H -0.008 0.035 0.033
H 0.007 -0.020 -0.044
H 0.033 0.027 0.041
H 0.037 -0.027 -0.030
H -0.030 0.035 0.001
H 0.051 -0.004 0.005
H 0.000 -0.028 -0.012
H 0.029 0.008 -0.031
H 0.075 0.153 -0.031
H 0.050 -0.033 0.022
H 0.019 0.047 0.000
H 0.001 -0.051 -0.012
H 0.028 -0.019 -0.024
H 0.003 0.044 -0.056
H -0.049 -0.028 -0.035
H -0.050 0.017 0.045
H 0.050 -0.005 0.006
H -0.037 0.012 0.025
H 0.046 -0.035 0.008
H -0.021 0.020 -0.021
H -0.030 0.000 -0.034
H -0.005 0.004 0.027
H -0.017 0.014 0.045
H 0.088 -0.052 -0.231

The frontier orbital gap comes out at 9.1 eV. For the total energy, the calculation gives -64317.578 eV. Its net charge is 0.

Results of the Löwdin charge analysis, in e, for atoms 1 through 4: 0.64 0.10 -0.20 -0.09


The lowest net charge belongs to which entry?
C18H44B2F7O17P4S


The lowest net charge belongs to which entry?
C18H44B2F7O17P4S


Which of these has the highest net charge?
C18H43CuN8O10


Among the records above, which one has the lowest net charge?
C18H44B2F7O17P4S